DFT (ωB97M-V/def2-TZVPD) results for a structure of composition C19H43NdO2P3.

The calculation puts the strongest force on any atom at 7.2 eV/Å. Its HOMO-LUMO gap (alpha / beta) is 2.2 / 2.1 eV. The calculation puts the total energy at -2484.53531 Eh. As for the net charge: +3. The spin multiplicity is 4. As for the expectation value of S²: 3.76.

Last column: Löwdin charge in e.
CARTESIAN COORDINATES (ANGSTROEM)
Nd 0.036 0.041 1.545  1.2494
P 2.074 1.159 2.807  0.6137
P -0.820 1.969 0.091  0.5973
P 1.760 -0.513 -0.538  0.6277
H -1.580 -2.155 1.441  0.0711
C -0.573 -2.085 1.097  -0.1654
C 0.518 -2.111 2.123  -0.1372
H 0.249 -2.186 3.153  0.0680
C 1.643 1.448 4.456  -0.2431
C 2.697 2.648 2.180  -0.2308
C 3.406 -0.003 2.872  -0.2144
C -2.080 1.414 -0.982  -0.2177
C -1.517 3.209 1.091  -0.2346
C 0.324 2.839 -0.912  -0.2255
C 2.527 -2.074 -0.336  -0.2417
C 3.041 0.610 -0.867  -0.2473
C 0.784 -0.672 -2.001  -0.2477
H -0.355 -2.418 0.120  0.0500
H 1.478 -2.446 1.836  0.0463
H 1.233 0.577 4.986  0.0568
H 0.941 2.289 4.564  0.0852
H 2.597 1.729 4.924  0.0926
H 1.942 3.446 2.204  0.0725
H 3.086 2.575 1.158  0.0548
H 3.515 2.906 2.861  0.0898
H 3.108 -0.948 3.348  0.0745
H 4.154 0.501 3.497  0.0889
H 3.845 -0.235 1.898  0.0434
H -2.441 2.323 -1.483  0.0911
H -2.921 0.939 -0.449  0.0849
H -1.726 0.701 -1.737  0.0585
H -1.880 3.949 0.367  0.0896
H -0.784 3.690 1.756  0.0722
H -2.367 2.873 1.705  0.0787
H -0.293 3.628 -1.352  0.0898
H 0.759 2.242 -1.714  0.0480
H 1.136 3.296 -0.332  0.0638
H 3.085 -2.183 -1.267  0.0830
H 1.825 -2.908 -0.230  0.0713
H 3.226 -2.099 0.514  0.0694
H 3.482 0.227 -1.792  0.0856
H 3.798 0.604 -0.079  0.0554
H 2.710 1.644 -1.024  0.0451
H 1.492 -1.057 -2.747  0.0850
H 0.374 0.279 -2.353  0.0419
H -0.047 -1.385 -1.887  0.0657
C -2.379 -0.807 -5.698  -0.3349
C -3.524 -1.362 -6.361  -0.0109
C -3.711 -2.732 -6.355  -0.0748
C -2.804 -3.585 -5.713  -0.0880
C -1.689 -3.045 -5.067  -0.1016
C -1.474 -1.667 -5.056  -0.0568
O -2.127 0.512 -5.655  0.0307
H -2.843 0.992 -6.146  0.1364
H -4.213 -0.692 -6.851  0.1122
H -4.585 -3.148 -6.862  0.1193
H -2.969 -4.669 -5.718  0.1112
H -0.978 -3.697 -4.566  0.0959
H -0.611 -1.228 -4.560  0.0805
C -1.227 -0.717 5.224  -0.0422
C -1.973 -0.478 3.949  -0.1362
O -1.290 0.655 3.161  -0.2582
H -0.208 -1.097 5.064  0.0747
H -1.787 -1.490 5.749  0.1203
H -1.198 0.175 5.841  0.1070
H -1.972 -1.353 3.294  0.0986
H -2.947 -0.125 4.074  0.1222
H -0.958 1.280 3.743  0.0389

---

DFT (ωB97M-V/def2-TZVPD) results for a structure of composition C19H43OP3SSeTm.

The calculation puts the strongest force on any atom at 4.9 eV/Å. Its HOMO-LUMO gap (alpha / beta) is 5.6 / 5.7 eV. The calculation puts the total energy at -5732.91049 Eh. As for the net charge: +3. The spin multiplicity is 3. As for the expectation value of S²: 2.00.

Last column: Löwdin charge in e.
CARTESIAN COORDINATES (ANGSTROEM)
Tm -0.607 -0.114 0.273  0.8565
P -1.649 -2.475 1.005  0.7242
P 1.620 -0.506 2.298  0.7458
P 1.377 -1.448 -1.236  0.7187
H -2.619 1.814 -2.921  0.0914
C -2.256 0.821 -2.718  0.1365
C -1.761 0.476 -1.494  -0.2303
H -1.738 1.341 -0.747  0.0695
C -3.024 -2.025 2.136  -0.2422
C -0.749 -3.728 1.994  -0.2323
C -2.535 -3.512 -0.221  -0.2318
C 3.008 0.681 2.494  -0.2451
C 0.904 -0.391 3.985  -0.2676
C 2.564 -2.074 2.490  -0.2484
C 1.118 -1.373 -3.046  -0.2516
C 1.578 -3.264 -1.002  -0.2425
C 3.127 -0.902 -1.104  -0.2444
H -2.372 0.025 -3.462  0.1107
H -1.720 -0.668 -1.341  0.0395
H -3.481 -1.085 1.798  0.0397
H -2.652 -1.880 3.157  0.0549
H -3.789 -2.813 2.128  0.0726
H -0.380 -3.282 2.927  0.0413
H 0.115 -4.108 1.436  0.0379
H -1.396 -4.578 2.245  0.0839
H -3.050 -2.860 -0.940  0.0509
H -3.279 -4.149 0.277  0.0748
H -1.834 -4.150 -0.771  0.0553
H 3.580 0.434 3.403  0.0757
H 2.602 1.698 2.576  0.0528
H 3.670 0.634 1.619  0.0464
H 1.657 -0.723 4.714  0.0724
H 0.020 -1.038 4.059  0.0310
H 0.612 0.644 4.202  0.0424
H 3.107 -2.025 3.447  0.0731
H 3.284 -2.204 1.672  0.0397
H 1.880 -2.931 2.507  0.0260
H 1.914 -1.926 -3.572  0.0747
H 1.107 -0.330 -3.378  0.0474
H 0.158 -1.831 -3.297  0.0488
H 2.263 -3.669 -1.764  0.0777
H 0.603 -3.761 -1.096  0.0342
H 1.987 -3.488 -0.010  0.0331
H 3.739 -1.400 -1.872  0.0787
H 3.543 -1.114 -0.112  0.0216
H 3.192 0.179 -1.262  0.0166
C 1.137 3.294 -2.834  -0.6095
C -0.188 3.717 -3.092  -0.1601
C -0.512 4.132 -4.379  -0.0758
C 0.386 3.952 -5.442  -0.0495
C 1.638 3.371 -5.207  -0.0603
C 2.041 3.093 -3.909  -0.1297
Se 1.794 3.129 -1.042  0.8432
H 3.155 2.689 -1.458  -0.1058
H -0.931 3.751 -2.290  0.0907
H -1.482 4.595 -4.584  0.1198
H 0.110 4.244 -6.451  0.1192
H 2.309 3.152 -6.054  0.1295
H 3.054 2.751 -3.707  0.0962
C -2.349 1.461 3.975  -0.2047
S -1.631 2.423 2.635  1.0125
C -3.055 3.396 2.102  -0.1970
O -1.494 1.308 1.524  -0.7424
H -3.330 1.084 3.666  0.0763
H -1.687 0.616 4.216  0.0422
H -2.432 2.119 4.852  0.0935
H -3.164 4.225 2.828  0.0968
H -2.848 3.795 1.099  0.0762
H -3.961 2.784 2.078  0.0791

---

DFT (ωB97M-V/def2-TZVPD) results for a structure of composition C19H44Cu3N2O13P2.

The calculation puts the strongest force on any atom at 4.7 eV/Å. Its HOMO-LUMO gap (alpha / beta) is 6.7 / 3.6 eV. The calculation puts the total energy at -7441.64709 Eh. As for the net charge: +2. The spin multiplicity is 2. As for the expectation value of S²: 0.76.

Last column: Löwdin charge in e.
CARTESIAN COORDINATES (ANGSTROEM)
Cu -24.635 -6.110 5.401  0.7311
Cu -23.817 -9.486 2.453  0.7497
Cu -26.664 -9.965 6.284  0.6568
C -24.718 -8.779 4.947  -1.0015
O -24.984 -8.416 6.094  0.0776
O -23.987 -8.067 4.249  0.0979
O -25.053 -9.864 4.508  0.1254
C -24.646 -11.254 7.915  -0.3501
O -25.604 -11.901 7.606  0.0205
N -24.380 -10.941 9.230  -0.1630
C -23.307 -10.026 9.492  -0.0698
C -25.283 -11.317 10.347  0.0058
H -23.882 -10.821 7.251  0.1375
H -22.870 -9.496 8.645  0.0900
H -22.482 -10.434 10.076  0.1012
H -23.699 -9.186 10.065  0.0900
H -25.921 -12.169 10.112  0.0980
H -24.649 -11.411 11.228  0.0987
H -25.889 -10.459 10.640  0.0854
C -27.703 -6.549 4.636  -0.3558
O -27.088 -5.541 4.943  0.0160
N -28.588 -6.643 3.651  -0.1457
C -28.947 -7.978 3.061  -0.0192
C -28.971 -5.495 2.781  0.0046
H -27.606 -7.545 5.095  0.1193
H -29.821 -8.518 3.425  0.0949
H -28.127 -8.683 3.193  0.0694
H -29.131 -7.881 1.991  0.0958
H -28.864 -4.482 3.170  0.1019
H -28.383 -5.649 1.876  0.0978
H -30.022 -5.690 2.565  0.0987
C -21.550 -14.349 -0.464  -0.0482
C -22.641 -14.203 0.640  -0.2483
O -21.948 -14.010 1.856  -0.1819
P -22.490 -12.961 2.940  0.5506
O -22.631 -11.555 2.536  -0.2490
O -21.647 -13.202 4.380  -0.1794
C -21.560 -14.552 4.903  -0.3061
C -20.219 -15.077 4.791  -0.0828
O -23.963 -13.599 3.288  -0.2030
C -24.734 -13.333 4.455  -0.2740
C -25.336 -14.627 4.986  -0.0505
H -21.903 -14.870 -1.354  0.0838
H -21.260 -13.342 -0.763  0.0720
H -20.654 -14.792 -0.030  0.0831
H -23.312 -13.366 0.448  0.1167
H -23.028 -15.220 0.705  0.1274
H -21.793 -14.442 5.962  0.1274
H -22.280 -15.273 4.515  0.1176
H -20.192 -16.155 4.946  0.0984
H -19.761 -14.960 3.809  0.0900
H -19.568 -14.571 5.504  0.0922
H -24.147 -12.844 5.233  0.0981
H -25.460 -12.593 4.117  0.1055
H -24.724 -15.508 5.176  0.0827
H -25.919 -14.491 5.897  0.0750
H -26.131 -14.939 4.308  0.0807
C -30.280 -3.093 11.721  -0.0611
C -28.932 -3.534 12.228  -0.3368
O -28.389 -4.666 11.651  -0.1806
P -26.791 -5.015 11.813  0.5205
O -25.892 -3.827 11.934  -0.2326
O -26.451 -5.865 10.469  -0.1775
C -27.307 -6.792 9.901  -0.2518
C -26.563 -7.483 8.666  -0.0415
O -26.657 -6.155 12.963  -0.1867
C -27.230 -6.001 14.278  -0.2616
C -26.710 -6.982 15.339  -0.0707
H -31.073 -3.840 11.703  0.0804
H -30.573 -2.119 12.113  0.0906
H -30.082 -2.931 10.661  0.0735
H -28.212 -2.725 12.104  0.1168
H -29.012 -3.642 13.310  0.1149
H -27.517 -7.540 10.665  0.1144
H -28.268 -6.390 9.581  0.1195
H -27.217 -8.175 8.134  0.0473
H -26.301 -6.748 7.905  0.0534
H -25.648 -8.061 8.795  0.0530
H -27.018 -5.008 14.676  0.1239
H -28.292 -6.245 14.270  0.1174
H -26.743 -8.025 15.024  0.0760
H -25.679 -6.776 15.626  0.0772
H -27.316 -6.805 16.227  0.0850